{"formula": "C22H48BF4N3O3", "method": "ωB97M-V with the def2-TZVPD basis set", "elements": ["C", "C", "C", "O", "C", "N", "H", "H", "H", "H", "H", "H", "H", "H", "H", "H", "H", "H", "C", "C", "C", "C", "C", "C", "N", "O", "C", "C", "C", "H", "H", "H", "H", "H", "H", "H", "H", "H", "H", "H", "H", "H", "H", "H", "H", "H", "H", "C", "C", "C", "C", "C", "C", "N", "O", "C", "C", "C", "H", "H", "H", "H", "H", "H", "H", "H", "H", "H", "H", "H", "H", "H", "H", "H", "H", "H", "B", "F", "F", "F", "F"], "coordinates": [[-10.94434, -1.53555, 13.74352], [-9.81325, -2.50707, 13.46161], [-9.50331, -3.57635, 14.59206], [-8.95406, -4.74339, 13.98233], [-8.20274, -5.51249, 14.89767], [-10.15923, -3.39221, 12.24163], [-9.97263, -2.86099, 11.36541], [-9.57921, -4.29980, 12.39079], [-11.12907, -3.60172, 12.23417], [-10.93233, -0.71593, 13.10539], [-10.79860, -1.15768, 14.74265], [-11.92014, -2.01794, 13.72179], [-8.89268, -2.01456, 13.27632], [-10.36445, -3.75373, 15.16156], [-8.79880, -3.05090, 15.28663], [-7.50912, -6.09259, 14.32608], [-8.93680, -6.15001, 15.34691], [-7.71488, -4.93004, 15.63553], [-9.88045, -0.68122, 21.88376], [-11.07413, -1.66342, 21.70423], [-11.56192, -2.26474, 23.04113], [-12.95655, -2.86692, 23.02439], [-13.94906, -1.78230, 22.51364], [-13.71296, -1.37818, 21.03230], [-12.30975, -0.85963, 21.09646], [-12.12309, 0.20567, 20.80720], [-14.58012, -0.20891, 20.56748], [-13.80091, -2.50426, 20.02263], [-10.61003, -2.59806, 20.55293], [-9.35817, -0.51996, 20.93715], [-9.17584, -1.17569, 22.56264], [-10.15803, 0.24409, 22.44433], [-11.44148, -1.53110, 23.85080], [-10.88943, -3.09484, 23.28896], [-13.30601, -3.41901, 23.98349], [-12.89725, -3.67270, 22.28444], [-13.86978, -0.95431, 23.15700], [-14.99014, -2.10912, 22.52351], [-15.62288, -0.50469, 20.63864], [-14.38344, 0.06959, 19.48262], [-14.39258, 0.61438, 21.19914], [-13.86353, -2.28516, 18.99643], [-14.76022, -2.98699, 20.19207], [-13.01699, -3.16239, 20.22911], [-9.61361, -2.81129, 20.81553], [-10.67651, -2.02806, 19.67853], [-11.17083, -3.53151, 20.44417], [-8.43094, 3.60939, 18.30031], [-7.89999, 4.09819, 16.97556], [-6.61411, 5.01772, 17.02315], [-5.38539, 4.33117, 17.44160], [-5.06100, 3.21436, 16.44080], [-6.08235, 2.07007, 16.58606], [-7.45627, 2.81779, 16.12485], [-7.92290, 2.59661, 15.17116], [-6.32685, 1.33483, 17.95147], [-5.84329, 1.03788, 15.50489], [-9.03155, 4.90047, 16.23667], [-7.77508, 3.01503, 18.94543], [-9.34214, 3.07235, 18.17389], [-8.64018, 4.52700, 18.83493], [-6.85892, 5.88195, 17.70993], [-6.39779, 5.51919, 16.03675], [-5.44139, 3.97357, 18.47883], [-4.68818, 5.18123, 17.35953], [-4.09151, 2.73420, 16.56082], [-5.00607, 3.60969, 15.43989], [-6.21878, 2.02182, 18.74676], [-5.62488, 0.50290, 18.11942], [-7.31179, 0.86127, 17.98175], [-4.96024, 0.50298, 15.75592], [-5.81223, 1.52622, 14.49744], [-6.66540, 0.31846, 15.57938], [-9.95855, 4.27606, 16.29726], [-8.74797, 5.10590, 15.18551], [-9.16848, 5.82122, 16.72604], [-9.56806, -0.69178, 17.28614], [-10.56553, -1.69846, 17.05227], [-9.98619, 0.57358, 16.91317], [-9.19252, -0.77336, 18.66253], [-8.39674, -1.03729, 16.43391]], "forces_ev_per_angstrom": [[0.396, -1.600, 1.188], [-0.964, -2.172, 0.684], [1.356, 2.006, -0.807], [-0.183, 1.888, -0.209], [-0.897, -0.929, -0.581], [2.204, 0.572, -0.219], [0.130, -0.865, 0.608], [-0.747, 1.361, -0.505], [-1.195, -0.421, 0.160], [-0.017, 1.419, -1.374], [-0.008, 0.140, 0.454], [-0.050, -0.101, -0.014], [0.771, 0.449, -0.646], [-1.504, -0.697, 0.751], [-0.306, -0.638, -0.546], [0.466, -0.352, -0.194], [-0.011, -0.741, 0.753], [0.559, 0.736, 0.595], [-0.803, 0.141, 0.997], [-0.013, 0.158, -0.286], [0.555, -0.600, 0.641], [-0.980, -0.535, -0.316], [-0.355, -2.123, -0.756], [-0.335, 0.629, -0.449], [0.471, -4.992, 1.950], [1.334, 5.986, -1.889], [0.098, -0.788, -1.359], [-1.196, -0.352, 1.567], [-1.865, -0.679, 1.874], [-0.316, 0.376, 0.191], [-0.144, -0.214, -0.188], [0.119, -0.507, -0.788], [-0.093, 0.026, -0.287], [0.260, 0.303, -0.082], [0.772, 1.449, -1.382], [-0.327, -0.078, 0.074], [0.009, 1.415, 0.690], [0.020, -0.131, 0.234], [-0.075, -0.047, 0.078], [-0.096, -0.331, 1.427], [-0.127, 1.210, 0.567], [0.523, 1.053, -1.235], [-0.024, -0.346, 0.386], [0.780, -1.413, -0.130], [1.315, -0.441, -0.125], [0.295, 0.513, -1.527], [0.156, 0.184, 0.174], [0.865, 0.451, 0.725], [0.221, 1.015, -1.219], [-2.091, 0.954, -0.158], [1.542, 0.282, -0.025], [-0.082, -0.269, 1.814], [-0.698, -0.744, -0.813], [4.972, 3.293, 9.670], [-4.641, -2.412, -8.940], [0.330, -0.022, -1.163], [-1.522, 0.628, -0.509], [0.531, -3.006, -0.853], [-0.095, 0.345, -0.447], [-0.738, -0.465, -0.176], [-0.262, 0.173, 0.341], [0.091, -0.993, -0.554], [-0.671, -0.693, 0.639], [0.245, 0.122, -0.295], [0.597, -0.823, 0.449], [0.184, 0.104, 0.452], [-0.456, 0.081, -0.570], [0.130, 0.434, 0.969], [0.058, 0.477, -0.455], [0.014, 0.242, -0.135], [0.962, -0.264, -0.061], [0.210, -0.720, 0.787], [0.074, -0.046, -0.423], [0.571, 0.790, -0.330], [-0.283, -0.188, 0.536], [-0.171, 1.075, 0.776], [0.893, -1.495, -0.402], [0.496, 0.840, 0.073], [-0.048, 0.049, 0.216], [-0.072, 0.480, -0.985], [-1.117, 0.381, 0.915]], "total_charge": 2, "e_lumo_ev": -5.963, "gap_ev": 9.097, "fmax_ev_per_a": 11.36}

***

{"formula": "C27H15BrClMoN5O5S3", "method": "ωB97M-V with the def2-TZVPD basis set", "elements": ["Mo", "O", "C", "O", "C", "C", "Cl", "N", "N", "C", "C", "O", "O", "C", "C", "C", "C", "C", "C", "H", "H", "H", "H", "H", "H", "Br", "C", "C", "C", "C", "C", "C", "N", "N", "C", "C", "C", "C", "O", "C", "N", "C", "C", "C", "C", "H", "H", "H", "H", "H", "H", "H", "H", "H", "S", "C", "S", "S"], "coordinates": [[-0.01731, 2.27829, -0.09983], [5.20930, 2.99746, 2.66763], [4.25208, 2.93482, 3.57921], [4.47570, 3.03644, 4.75555], [2.85920, 2.70957, 3.08604], [1.72722, 2.60548, 3.89009], [1.58047, 2.78069, 5.56352], [0.65279, 2.38354, 3.09650], [1.04844, 2.35873, 1.81803], [2.35466, 2.55467, 1.78466], [2.92068, 2.56735, 0.39723], [4.11580, 2.71094, 0.20533], [2.02171, 2.40938, -0.51379], [-0.73802, 2.20398, 3.33581], [-1.59568, 2.66328, 2.34599], [-2.95677, 2.42647, 2.44583], [-3.45230, 1.75766, 3.55575], [-2.58445, 1.30683, 4.53858], [-1.21618, 1.50783, 4.43328], [4.88579, 2.88878, 1.73598], [-1.24573, 3.29474, 1.52051], [-3.60325, 2.76388, 1.64688], [-4.51452, 1.57880, 3.64994], [-2.96824, 0.76722, 5.39373], [-0.54518, 1.10938, 5.17828], [1.36187, -7.39381, 0.43540], [0.63976, -6.34841, -0.96537], [-0.55279, -6.73402, -1.55850], [-1.06625, -5.97488, -2.59759], [-0.40714, -4.82010, -2.99542], [0.79546, -4.44790, -2.41268], [1.32388, -5.22108, -1.39194], [-0.94639, -4.11188, -4.12684], [-1.22534, -2.91114, -4.06822], [-1.06388, -2.14063, -2.86354], [-1.60263, -2.49304, -1.65368], [-1.53352, -1.63903, -0.53525], [-0.90968, -0.41580, -0.63353], [-0.76365, 0.43884, 0.37007], [-0.38713, -0.03284, -1.90074], [0.17317, 1.20493, -1.96149], [0.70401, 1.64866, -3.07747], [0.67189, 0.87439, -4.25149], [0.08610, -0.36316, -4.23147], [-0.45710, -0.86358, -3.02638], [-1.06409, -7.62685, -1.22746], [-1.97511, -6.27168, -3.10375], [1.31919, -3.56234, -2.74783], [2.26207, -4.94933, -0.92894], [-2.09334, -3.44995, -1.53774], [-1.95678, -1.94857, 0.41015], [1.14882, 2.63424, -3.04906], [1.09901, 1.28044, -5.15644], [0.02589, -0.96623, -5.12758], [-2.58399, 5.84678, -1.43796], [-1.63324, 4.60614, -1.04462], [0.04806, 4.65079, -0.54860], [-2.10331, 2.90482, -1.06474]], "forces_ev_per_angstrom": [[0.268, -0.726, -0.770], [-0.027, -0.011, -0.153], [0.033, -0.060, 0.030], [-0.008, 0.026, -0.027], [-0.113, -0.003, -0.128], [-0.037, 0.034, 0.038], [-0.019, -0.012, -0.037], [0.246, 0.004, 0.003], [-0.026, -0.003, -0.124], [-0.037, -0.013, 0.091], [0.199, 0.069, 0.109], [0.001, -0.027, 0.088], [-0.104, -0.011, -0.022], [-0.131, -0.023, -0.024], [-0.261, 0.195, 0.116], [0.131, -0.044, 0.029], [-0.042, 0.026, -0.098], [0.030, -0.043, 0.079], [-0.036, 0.003, -0.071], [-0.039, 0.033, 0.049], [-0.046, 0.107, 0.376], [-0.042, 0.018, 0.044], [-0.007, -0.003, -0.002], [-0.018, 0.000, -0.001], [0.021, 0.013, -0.007], [0.002, -0.012, 0.020], [-0.049, -0.018, -0.006], [0.037, 0.007, 0.013], [0.118, 0.054, 0.002], [0.026, 0.024, -0.181], [0.025, -0.123, 0.101], [0.036, 0.022, -0.006], [-0.283, -0.112, 0.086], [0.327, 0.148, 0.010], [-0.120, 0.016, -0.213], [0.030, 0.160, 0.153], [0.056, -0.024, -0.073], [-0.060, -0.115, -0.057], [0.156, 0.194, 0.048], [-0.063, -0.098, -0.028], [0.049, 0.250, 0.484], [-0.036, -0.104, -0.161], [-0.012, 0.023, 0.121], [0.023, 0.009, -0.028], [-0.151, -0.112, 0.108], [0.011, -0.003, 0.016], [-0.015, 0.013, -0.004], [-0.009, -0.001, -0.025], [0.004, -0.001, 0.003], [-0.011, 0.009, -0.056], [-0.003, 0.033, 0.022], [-0.011, 0.004, 0.006], [0.001, -0.010, -0.011], [0.008, -0.002, 0.000], [-0.044, 0.052, 0.002], [0.185, -0.183, 0.055], [-0.057, 0.284, 0.026], [-0.107, 0.068, -0.017]], "multiplicity": 3, "e_lumo_ev": [-1.645, -1.629], "de_lowest_kcal_mol": 14.9, "gap_ev": [6.505, 6.821], "fmax_ev_per_a": 1.09}

***

Number 2 is which compound?
C27H15BrClMoN5O5S3